--- P ---
Here is a single CH6OSi molecule from the Open Molecules 2025 dataset. Energies are from the ωB97M-V functional and the def2-TZVPD basis.

Each line ends with the natural charge from an NBO analysis.
Geometry (Å):
C 0.677 -0.200 -0.803  -1.08
Si -0.759 -0.267 0.533  1.45
O -0.536 1.245 1.031  -1.08
H 0.986 0.840 -0.901  0.22
H 0.499 -0.642 -1.745  0.23
H 1.531 -0.756 -0.297  0.22
H -1.944 -0.369 -0.174  -0.24
H -0.765 -1.447 1.451  -0.21
H 0.310 1.596 0.904  0.50

Computed properties:
M = 62.1 g mol⁻¹
E_HOMO = -10.4466 eV



--- Q ---
Here is 2 unconnected molecules or ions with the total composition CH6OSi from the Open Molecules 2025 dataset. Energies are from the ωB97M-V functional and the def2-TZVPD basis.

Each line ends with the natural charge from an NBO analysis.
Geometry (Å):
C 1.869 -0.035 0.019  -0.35
O -0.598 -0.336 1.151  -0.76
Si -1.446 0.079 -0.025  1.21
H 1.338 -0.390 -0.835  0.17
H 2.664 -0.695 0.348  0.17
H 1.408 0.529 0.730  0.18
H -2.821 0.387 0.307  -0.18
H -1.701 -0.782 -1.110  -0.25
H -0.713 1.244 -0.585  -0.20

Computed properties:
M = 62.1 g mol⁻¹
E_HOMO (alpha / beta) = -11.0291 / -9.4939 eV



Most stable = P



--- P ---
Here is a gas-phase ion, C4H11N2O2 (charge -1) from the Open Molecules 2025 dataset. Energies are from the ωB97M-V functional and the def2-TZVPD basis.

Each line ends with the natural charge from an NBO analysis.
Geometry (Å):
N -0.527 -1.751 1.784  -0.86
C -0.280 -1.344 0.421  -0.32
C -0.198 0.228 0.354  -0.07
C -1.601 0.718 -0.149  -0.07
O -1.644 2.064 0.326  -0.75
N 0.885 0.873 -0.449  -0.69
C 1.511 0.060 -1.498  0.10
O 2.245 -0.940 -0.956  -0.98
H -1.519 -1.893 1.987  0.33
H -0.094 -1.019 2.437  0.35
H -0.979 -1.853 -0.202  0.18
H 0.869 -1.775 0.175  0.29
H -0.232 0.644 1.489  0.18
H -1.690 0.858 -1.277  0.18
H -2.589 0.258 0.544  0.13
H -2.396 2.455 -0.188  0.44
H 1.633 1.186 0.163  0.36
H 0.841 -0.398 -2.114  0.11
H 2.257 0.721 -2.087  0.08

Computed properties:
M = 119.1 g mol⁻¹
E_HOMO = -2.1956 eV
Net charge = -1



--- Q ---
Here is 2 unconnected molecules or ions with the total composition C4H11N2O2 from the Open Molecules 2025 dataset. Energies are from the ωB97M-V functional and the def2-TZVPD basis.

Each line ends with the natural charge from an NBO analysis.
Geometry (Å):
N -0.457 -2.593 1.957  -0.92
C 0.693 -2.526 1.085  0.85
O 1.792 -2.334 1.639  -0.80
O 0.423 -2.603 -0.137  -0.83
H -1.185 -3.122 1.502  0.36
H -0.221 -2.916 2.883  0.35
C -0.611 2.510 -0.754  -0.41
N -0.477 1.122 -0.371  -0.42
C -0.529 0.256 -1.541  -0.43
C 0.782 0.911 0.327  -0.42
H -1.549 2.661 -1.284  0.18
H 0.217 2.831 -1.415  0.14
H -0.605 3.143 0.142  0.19
H -0.451 -0.783 -1.216  0.27
H -1.477 0.409 -2.055  0.17
H 0.293 0.473 -2.243  0.14
H 0.905 -0.143 0.552  0.26
H 0.816 1.508 1.235  0.18
H 1.640 1.197 -0.306  0.14

Computed properties:
M = 119.1 g mol⁻¹
E_HOMO = -4.1331 eV
Net charge = -1



Most stable = Q



--- P ---
Here is 21 unconnected molecules or ions with the total composition H42O21 from the Open Molecules 2025 dataset. Energies are from the ωB97M-V functional and the def2-TZVPD basis.

Each line ends with the natural charge from an NBO analysis.
Geometry (Å):
O -18.820 -3.798 1.239  -1.00
H -18.672 -3.821 0.293  0.50
H -19.217 -2.914 1.290  0.51
O -20.211 -2.806 -1.343  -0.98
H -20.291 -1.833 -1.464  0.51
H -21.089 -3.112 -1.430  0.48
O -19.529 -6.309 2.528  -0.97
H -19.280 -6.182 3.415  0.47
H -19.576 -5.454 2.115  0.50
O -19.518 -1.009 1.398  -0.99
H -20.223 -0.797 0.788  0.48
H -18.807 -0.387 1.229  0.50
O -15.640 1.564 -1.231  -0.97
H -14.793 1.732 -1.723  0.50
H -15.370 1.278 -0.346  0.51
O -12.762 -0.072 -0.774  -1.01
H -12.967 0.476 -1.548  0.51
H -12.897 0.401 0.054  0.51
O -17.415 -0.733 -5.292  -0.99
H -17.320 -0.386 -4.422  0.50
H -18.243 -0.389 -5.713  0.48
O -17.270 -0.213 -2.211  -1.04
H -17.243 -0.968 -1.672  0.49
H -16.563 0.420 -1.835  0.52
O -13.891 0.970 1.672  -1.00
H -14.070 0.014 1.832  0.51
H -13.389 1.178 2.433  0.47
O -16.468 -3.442 2.728  -1.00
H -16.873 -3.452 3.608  0.48
H -17.231 -3.673 2.122  0.52
O -18.102 -4.571 -1.796  -1.00
H -18.920 -4.043 -1.852  0.50
H -17.801 -4.563 -2.723  0.49
O -14.661 -1.536 2.003  -1.00
H -15.444 -2.015 2.405  0.52
H -14.411 -2.151 1.309  0.49
O -16.839 -0.131 1.046  -0.98
H -16.720 -1.126 1.005  0.51
H -16.704 0.123 1.987  0.48
O -19.911 0.152 -1.412  -1.02
H -20.600 0.721 -1.840  0.48
H -19.007 0.400 -1.761  0.53
O -17.631 -7.297 4.179  -0.97
H -16.679 -7.086 4.175  0.47
H -17.934 -7.161 3.281  0.49
O -13.942 0.260 -5.504  -0.99
H -13.776 -0.669 -5.236  0.50
H -14.782 0.136 -5.950  0.48
O -16.635 -3.269 -3.933  -0.97
H -17.201 -2.727 -4.487  0.50
H -16.625 -2.769 -3.092  0.48
O -13.402 1.659 -2.888  -0.99
H -12.949 2.488 -3.089  0.50
H -13.493 1.183 -3.737  0.53
O -16.327 -2.656 -0.545  -1.03
H -16.511 -3.453 -1.077  0.50
H -15.351 -2.517 -0.677  0.50
O -13.793 -2.500 -4.292  -0.99
H -13.726 -2.643 -3.352  0.49
H -14.746 -2.632 -4.537  0.50
O -13.639 -2.512 -1.129  -1.02
H -12.905 -3.049 -0.831  0.48
H -13.217 -1.606 -1.087  0.52

Computed properties:
M = 378.3 g mol⁻¹
E_HOMO = -10.9035 eV



--- Q ---
Here is 21 unconnected molecules or ions with the total composition H42O21 from the Open Molecules 2025 dataset. Energies are from the ωB97M-V functional and the def2-TZVPD basis.

Each line ends with the natural charge from an NBO analysis.
Geometry (Å):
O 2.468 2.138 1.630  -0.95
H 2.688 1.626 0.832  0.49
H 2.186 1.422 2.132  0.48
O -3.190 -2.034 0.196  -0.97
H -3.138 -2.494 1.048  0.48
H -2.534 -2.560 -0.331  0.50
O 2.718 -3.976 2.080  -0.98
H 3.156 -3.303 1.489  0.50
H 3.237 -4.763 1.941  0.48
O -0.925 2.853 -1.084  -0.99
H -0.743 2.689 -2.005  0.50
H -1.629 2.201 -1.064  0.48
O 2.194 1.284 -1.519  -0.99
H 1.790 2.091 -1.731  0.49
H 1.493 0.848 -0.975  0.51
O 3.038 -0.809 2.028  -1.02
H 2.376 -1.227 2.691  0.52
H 3.945 -1.215 2.043  0.49
O 4.668 -2.439 -0.064  -0.96
H 4.654 -3.132 -0.685  0.47
H 4.172 -1.733 -0.508  0.50
O -4.012 2.896 0.060  -1.02
H -3.630 3.625 -0.456  0.50
H -3.742 2.901 1.013  0.53
O 0.447 -0.723 3.009  -1.01
H 0.097 -0.565 3.902  0.49
H 0.116 -1.658 2.852  0.51
O -4.866 1.965 -2.475  -0.96
H -5.590 2.561 -2.782  0.47
H -4.829 2.083 -1.528  0.49
O -1.054 1.767 4.168  -0.95
H -0.521 2.406 4.595  0.46
H -0.795 1.912 3.249  0.48
O -0.471 -0.805 -3.317  -0.98
H -1.287 -1.009 -2.847  0.49
H -0.063 -1.661 -3.550  0.50
O -2.558 3.706 2.386  -1.00
H -2.584 3.522 3.307  0.48
H -1.643 3.555 2.082  0.50
O -0.404 -2.907 -0.765  -1.02
H 0.067 -3.328 -1.495  0.51
H -0.127 -1.961 -0.713  0.52
O 0.010 3.336 1.587  -1.01
H 0.022 3.155 0.638  0.51
H 0.887 3.118 1.906  0.51
O 1.450 -3.335 -3.008  -1.00
H 1.917 -3.877 -3.629  0.48
H 1.964 -2.512 -2.898  0.51
O -2.629 0.538 -0.416  -1.02
H -3.043 -0.150 0.137  0.52
H -3.063 1.357 -0.177  0.49
O -0.355 1.926 -3.638  -0.99
H -0.073 0.985 -3.683  0.51
H -1.314 1.923 -3.915  0.48
O -0.149 -3.376 2.068  -1.00
H -0.351 -3.389 1.127  0.50
H 0.746 -3.752 2.120  0.50
O 0.118 0.048 -0.030  -1.02
H -0.791 0.342 -0.168  0.52
H 0.374 0.198 0.912  0.51
O 2.913 -1.066 -2.395  -1.00
H 2.600 -0.167 -2.299  0.52
H 3.595 -1.055 -3.078  0.48

Computed properties:
M = 378.3 g mol⁻¹
E_HOMO = -11.0632 eV



Most stable = P



--- P ---
Here is a single C4H8O2 molecule from the Open Molecules 2025 dataset. Energies are from the ωB97M-V functional and the def2-TZVPD basis.

Each line ends with the natural charge from an NBO analysis.
Geometry (Å):
C -1.820 0.564 -0.233  -0.25
O -1.180 0.037 0.904  -0.53
C -0.230 -0.977 0.667  -0.17
C 1.085 -0.741 -0.117  0.57
C 1.629 0.664 -0.245  -0.73
O 1.712 -1.728 -0.432  -0.54
H -2.390 -0.194 -0.778  0.17
H -2.515 1.352 0.097  0.20
H -1.074 1.003 -0.899  0.16
H 0.205 -1.111 1.647  0.22
H -0.677 -1.919 0.283  0.19
H 2.693 0.656 -0.497  0.24
H 1.461 1.240 0.668  0.24
H 1.101 1.153 -1.064  0.23

Computed properties:
M = 88.1 g mol⁻¹
E_HOMO = -9.5510 eV



--- Q ---
Here is a single C4H8O2 molecule from the Open Molecules 2025 dataset. Energies are from the ωB97M-V functional and the def2-TZVPD basis.

Each line ends with the natural charge from an NBO analysis.
Geometry (Å):
C 1.439 1.164 0.399  -0.25
C 0.812 -1.182 -0.499  -0.26
O 0.813 -0.071 0.779  -0.43
C -0.403 -0.585 0.095  -0.02
C -1.250 0.371 -0.702  -0.11
O -2.178 1.102 0.073  -0.71
H 0.748 1.836 -0.115  0.18
H 2.274 0.932 -0.262  0.22
H 1.783 1.625 1.328  0.20
H 1.032 -2.093 0.083  0.13
H -0.996 -1.073 0.876  0.19
H -1.844 -0.247 -1.383  0.21
H -0.622 1.011 -1.336  0.18
H -1.700 1.577 0.764  0.46

Computed properties:
M = 88.1 g mol⁻¹
E_HOMO = -8.3088 eV



--- R ---
Here is 2 unconnected molecules or ions with the total composition C4H8O2 from the Open Molecules 2025 dataset. Energies are from the ωB97M-V functional and the def2-TZVPD basis.

Each line ends with the natural charge from an NBO analysis.
Geometry (Å):
C -1.928 -0.184 0.696  -0.64
C -0.621 0.096 0.015  0.10
O 0.381 0.715 0.795  -0.45
C 0.584 -0.641 0.447  -0.07
C 1.692 -0.963 -0.499  0.41
O 2.272 -0.152 -1.176  -0.49
H -1.738 -0.592 1.693  0.22
H -2.503 -0.911 0.112  0.22
H -2.514 0.734 0.798  0.23
H -0.676 0.465 -1.012  0.20
H 0.486 -1.360 1.263  0.19
H 1.952 -2.043 -0.531  0.11
H 1.122 2.667 -1.507  -0.04
H 1.492 2.169 -1.094  0.03

Computed properties:
M = 88.1 g mol⁻¹
E_HOMO = -10.0918 eV



Most stable = P



--- P ---
Here is 2 unconnected molecules or ions with the total composition C4H9N3 from the Open Molecules 2025 dataset. Energies are from the ωB97M-V functional and the def2-TZVPD basis.

Each line ends with the natural charge from an NBO analysis.
Geometry (Å):
C 0.994 -1.590 0.756  -0.66
C 0.846 -0.071 0.586  -0.02
N 1.843 0.707 0.602  -0.23
N 1.759 1.975 0.347  -0.64
H 0.544 -1.872 1.744  0.22
H 0.405 -2.037 -0.154  0.23
H 2.125 -1.732 0.771  0.24
H -0.081 0.528 0.446  0.13
H 0.908 2.610 0.415  0.35
H 2.660 2.467 0.237  0.38
C -2.678 1.018 -1.006  -0.66
C -2.439 0.311 0.059  0.42
N -2.439 -0.482 0.984  -0.63
H -2.066 0.869 -1.958  0.25
H -3.185 1.955 -0.891  0.24
H -1.753 -0.356 1.664  0.37

Computed properties:
M = 99.1 g mol⁻¹
E_HOMO = -8.3753 eV



--- Q ---
Here is 2 unconnected molecules or ions with the total composition C4H9N3 from the Open Molecules 2025 dataset. Energies are from the ωB97M-V functional and the def2-TZVPD basis.

Each line ends with the natural charge from an NBO analysis.
Geometry (Å):
N -1.646 1.070 -0.346  -0.76
C -1.344 0.074 0.382  0.57
N -1.197 -1.345 -0.003  -0.91
N -1.542 -0.094 1.714  -0.90
H -1.577 0.877 -1.339  0.35
H -0.253 -1.711 0.082  0.40
H -1.501 -1.557 -0.945  0.39
H -1.489 -1.274 1.545  0.47
H -1.950 0.694 2.196  0.41
C 1.811 -0.872 -1.518  -0.31
C 1.738 0.069 -0.776  0.04
C 1.729 1.211 0.118  -0.71
H 2.061 -1.677 -2.156  0.24
H 0.837 1.817 -0.054  0.26
H 1.718 0.881 1.158  0.24
H 2.606 1.837 -0.056  0.24

Computed properties:
M = 99.1 g mol⁻¹
E_HOMO = -8.9455 eV



--- R ---
Here is 2 unconnected molecules or ions with the total composition C4H9N3 from the Open Molecules 2025 dataset. Energies are from the ωB97M-V functional and the def2-TZVPD basis.

Each line ends with the natural charge from an NBO analysis.
Geometry (Å):
C -1.525 -0.252 1.678  -0.71
C -0.938 -0.474 0.302  0.14
N -0.264 0.253 -0.478  -0.42
C -0.208 1.673 -0.092  -0.45
H -0.761 0.062 2.370  0.25
H -2.133 -1.185 1.875  0.23
H -2.231 0.531 1.780  0.22
H -0.890 -1.582 0.081  0.16
H -0.618 1.865 0.936  0.18
H 0.840 1.882 -0.187  0.22
H -0.862 2.169 -0.812  0.21
N 2.523 -0.467 0.201  -0.45
C 1.966 -0.706 -0.799  0.45
N 1.701 -1.155 -1.983  -0.85
H 2.524 -1.589 -2.389  0.41
H 0.877 -1.026 -2.483  0.42

Computed properties:
M = 99.1 g mol⁻¹
E_HOMO = -9.4117 eV



--- S ---
Here is a single C4H9N3 molecule from the Open Molecules 2025 dataset. Energies are from the ωB97M-V functional and the def2-TZVPD basis.

Each line ends with the natural charge from an NBO analysis.
Geometry (Å):
H 1.874 -0.218 2.223  0.34
N 1.195 0.259 1.620  -0.62
C 0.778 -0.543 0.686  0.26
C 1.256 -1.958 0.554  -0.69
C -0.255 0.001 -0.320  0.38
N -0.699 -0.732 -1.289  -0.73
H -0.294 -1.667 -1.293  0.34
N -0.656 1.291 -0.114  -0.60
C -1.588 2.027 -0.919  -0.41
H 0.407 -2.642 0.635  0.24
H 1.973 -2.199 1.343  0.22
H 1.746 -2.091 -0.414  0.24
H -0.215 1.763 0.674  0.42
H -1.099 2.908 -1.343  0.19
H -1.998 1.436 -1.744  0.24
H -2.424 2.366 -0.299  0.19

Computed properties:
M = 99.1 g mol⁻¹
E_HOMO = -8.7029 eV



Most stable = S



--- P ---
Here is a molecular structure, C4H9N3 from the Open Molecules 2025 dataset. Energies are from the ωB97M-V functional and the def2-TZVPD basis.

Each line ends with the natural charge from an NBO analysis.
Geometry (Å):
C -1.314 1.413 0.298  -0.67
C -0.079 -0.844 -0.178  0.11
N -0.225 -2.225 -0.532  -0.84
N 1.721 1.119 -0.441  -0.86
C 1.344 -0.233 -0.122  0.07
C -1.127 -0.061 0.368  0.05
N 0.659 -0.521 1.069  -0.44
H -1.014 -2.369 -1.152  0.36
H -0.333 -2.804 0.295  0.37
H 2.456 1.155 -1.136  0.37
H 2.019 1.612 0.395  0.37
H 2.024 -1.005 -0.487  0.19
H -1.986 -0.615 0.745  0.20
H -1.263 1.856 1.298  0.23
H -2.316 1.630 -0.091  0.22
H -0.567 1.892 -0.331  0.25

Computed properties:
M = 99.1 g mol⁻¹
E_HOMO = -8.4354 eV



--- Q ---
Here is a molecular structure, C4H9N3 from the Open Molecules 2025 dataset. Energies are from the ωB97M-V functional and the def2-TZVPD basis.

Each line ends with the natural charge from an NBO analysis.
Geometry (Å):
C 0.232 0.458 0.826  -0.15
C -1.215 0.359 0.717  -0.20
C -0.179 -0.751 -1.349  0.25
C 0.867 0.931 -0.550  -0.24
H 0.709 -1.343 1.228  0.34
H 0.231 -0.431 2.519  0.34
H 0.590 1.402 1.232  0.21
H -1.371 -0.240 1.857  0.15
H -1.935 1.461 1.079  0.20
H -2.035 -0.968 -0.538  0.38
H -0.444 -1.660 -1.973  0.18
H 0.492 1.756 -0.905  0.19
H 1.966 1.085 -0.079  0.21
N 0.990 -0.497 1.754  -0.77
N -1.305 -0.399 -0.479  -0.65
N 0.825 -0.110 -1.601  -0.43

Computed properties:
M = 99.1 g mol⁻¹
E_HOMO = -9.1605 eV



Most stable = P